Record 1
{
  "formula": "C21H31N5O3",
  "method": "wB97M-V/def2-TZVPD",
  "homo_lumo_gap_ev": 8.57,
  "total_energy_ev": -35875.0608,
  "smiles": "CCOC(=O)N1CCN(Cc2nc3cc(NC(=O)CC(C)C)ccc3n2C)CC1",
  "fmax_ev_per_a": 0.80,
  "e_above_lowest_kj_mol": 32.8,
  "symbols": ["C", "C", "O", "C", "O", "N", "C", "C", "N", "C", "C", "N", "C", "C", "C", "N", "C", "O", "C", "C", "C", "C", "C", "C", "C", "N", "C", "C", "C", "H", "H", "H", "H", "H", "H", "H", "H", "H", "H", "H", "H", "H", "H", "H", "H", "H", "H", "H", "H", "H", "H", "H", "H", "H", "H", "H", "H", "H", "H", "H"],
  "coordinates": [[2.6461, 4.0298, -0.0025], [4.1353, 3.9105, -0.2965], [4.5114, 2.5598, -0.5466], [4.7097, 1.7932, 0.5549], [4.6408, 2.2144, 1.6867], [5.0612, 0.5266, 0.2359], [4.9497, -0.0365, -1.0893], [3.7061, -0.9236, -1.1715], [3.7999, -1.9629, -0.1567], [2.7831, -2.9806, -0.2836], [1.3631, -2.5349, -0.0952], [0.9662, -1.3104, 0.1071], [-0.3979, -1.3723, 0.2281], [-1.3192, -0.3618, 0.4568], [-2.6599, -0.7106, 0.5403], [-3.5756, 0.3233, 0.7789], [-4.9349, 0.2818, 0.8649], [-5.5996, -0.7260, 0.7567], [-5.5549, 1.6493, 1.1042], [-5.9472, 2.3509, -0.2112], [-4.7377, 2.5708, -1.1177], [-7.0303, 1.5625, -0.9413], [-3.0697, -2.0440, 0.3943], [-2.1598, -3.0549, 0.1664], [-0.8203, -2.7134, 0.0850], [0.3316, -3.4372, -0.1228], [0.4368, -4.8532, -0.3226], [3.8571, -1.3705, 1.1723], [5.0974, -0.4819, 1.2714], [2.0665, 3.6035, -0.8183], [2.4123, 3.4963, 0.9154], [2.3790, 5.0760, 0.1179], [4.4022, 4.4502, -1.2080], [4.7171, 4.2937, 0.5482], [4.8989, 0.7660, -1.8225], [5.8421, -0.6445, -1.2719], [3.6626, -1.4004, -2.1537], [2.8060, -0.3079, -1.0326], [2.8801, -3.4289, -1.2809], [3.0021, -3.7658, 0.4511], [-0.9917, 0.6607, 0.5678], [-3.1434, 1.2316, 0.8736], [-4.8690, 2.2847, 1.6683], [-6.4580, 1.4984, 1.6976], [-6.3547, 3.3328, 0.0589], [-5.0322, 3.1388, -1.9974], [-3.9590, 3.1310, -0.6026], [-4.3269, 1.6206, -1.4520], [-6.6819, 0.5591, -1.1713], [-7.9216, 1.4770, -0.3246], [-7.2999, 2.0594, -1.8706], [-4.1193, -2.2718, 0.4657], [-2.4973, -4.0749, 0.0599], [-0.5621, -5.2835, -0.3451], [1.0031, -5.3190, 0.4883], [0.9377, -5.0730, -1.2684], [3.9254, -2.1745, 1.9088], [2.9610, -0.7688, 1.3823], [5.1338, 0.0214, 2.2378], [5.9988, -1.0863, 1.1320]],
  "forces_ev_per_angstrom": [[0.367, -0.190, -0.067], [-0.189, 0.431, 0.259], [0.015, -0.363, -0.019], [0.234, 0.164, -0.140], [-0.176, 0.238, 0.282], [0.024, -0.098, -0.122], [-0.229, -0.078, -0.409], [0.253, 0.259, -0.177], [-0.194, -0.055, 0.007], [0.193, -0.063, -0.037], [-0.183, -0.030, 0.011], [0.436, 0.273, 0.008], [-0.359, -0.710, -0.061], [-0.122, -0.186, -0.017], [0.226, -0.248, -0.092], [0.261, 0.358, 0.097], [0.010, 0.516, 0.266], [-0.199, -0.271, -0.067], [-0.196, 0.040, -0.124], [0.044, -0.081, -0.072], [-0.260, 0.087, 0.092], [0.088, 0.177, 0.079], [-0.240, -0.082, 0.017], [0.188, -0.091, -0.028], [-0.197, 0.658, 0.104], [0.129, 0.304, 0.015], [0.158, -0.344, -0.033], [0.259, 0.191, 0.198], [-0.168, -0.098, 0.390], [-0.083, 0.007, -0.075], [-0.054, 0.000, 0.067], [-0.067, 0.122, 0.012], [0.005, -0.065, 0.120], [-0.047, -0.020, -0.201], [0.046, -0.133, 0.033], [-0.041, 0.036, -0.056], [-0.018, 0.015, -0.032], [0.135, -0.030, -0.095], [-0.018, -0.071, 0.100], [-0.031, -0.032, -0.113], [0.051, 0.153, 0.017], [-0.220, -0.125, 0.013], [0.003, 0.013, 0.040], [0.095, -0.042, 0.056], [0.045, -0.091, 0.024], [0.023, 0.051, -0.100], [0.154, 0.054, 0.016], [0.086, -0.073, -0.068], [-0.016, -0.116, -0.055], [-0.124, -0.068, 0.029], [-0.050, 0.043, -0.101], [-0.014, -0.005, -0.001], [-0.074, -0.085, -0.004], [0.065, -0.011, -0.013], [-0.076, -0.036, -0.049], [-0.075, -0.047, 0.041], [-0.013, 0.005, 0.037], [0.128, -0.061, 0.053], [0.041, -0.104, -0.096], [-0.029, 0.006, 0.041]],
  "lowdin_charge": [-0.06, -0.22, -0.01, -0.54, 0.09, -0.04, -0.12, -0.16, -0.16, -0.12, -0.26, 0.17, -0.21, 0.05, -0.22, 0.12, -0.48, 0.07, -0.09, -0.42, -0.08, -0.07, -0.01, -0.01, -0.16, -0.03, -0.01, -0.16, -0.12, 0.08, 0.07, 0.07, 0.12, 0.12, 0.12, 0.13, 0.12, 0.11, 0.13, 0.13, 0.12, 0.13, 0.12, 0.12, 0.13, 0.08, 0.08, 0.08, 0.08, 0.08, 0.08, 0.10, 0.10, 0.09, 0.10, 0.10, 0.13, 0.12, 0.12, 0.13]
}

Record 2
{
  "formula": "C27H59FNO11PSi",
  "method": "wB97M-V/def2-TZVPD",
  "homo_lumo_gap_ev": 9.19,
  "total_energy_ev": -72854.1783,
  "smiles": "N=P(O)(O)[SiH2]F.CC(C)=O.CC(C)=O.CC(C)=O.CC(C)=O.CC(C)=O.CC(C)=O.CC(C)=O.CC(C)=O.CC(C)=O",
  "fmax_ev_per_a": 2.25,
  "e_above_lowest_kj_mol": 69.9,
  "symbols": ["N", "P", "O", "O", "Si", "F", "H", "H", "H", "H", "H", "C", "C", "C", "O", "H", "H", "H", "H", "H", "H", "C", "C", "C", "O", "H", "H", "H", "H", "H", "H", "C", "C", "C", "O", "H", "H", "H", "H", "H", "H", "C", "C", "C", "O", "H", "H", "H", "H", "H", "H", "C", "C", "C", "O", "H", "H", "H", "H", "H", "H", "C", "C", "C", "O", "H", "H", "H", "H", "H", "H", "C", "C", "C", "O", "H", "H", "H", "H", "H", "H", "C", "C", "C", "O", "H", "H", "H", "H", "H", "H", "C", "C", "C", "O", "H", "H", "H", "H", "H", "H"],
  "coordinates": [[-3.0677, 4.3885, 1.0714], [-2.8713, 3.9930, -0.4220], [-4.2539, 4.0041, -1.2433], [-2.3246, 2.4967, -0.5260], [-1.3941, 5.3886, -1.3924], [-2.2425, 6.6309, -1.8998], [-4.0104, 4.6322, 1.3478], [-4.9673, 4.2764, -0.6545], [-1.3634, 2.4486, -0.6498], [-0.6811, 4.7909, -2.5340], [-0.4714, 5.8166, -0.3356], [-2.7031, -0.3696, -2.5863], [-1.2322, -0.1814, -2.8404], [-0.5838, -1.1263, -3.8188], [-0.6015, 0.6909, -2.2792], [-3.0423, 0.3725, -1.8655], [-3.2515, -0.2408, -3.5190], [-2.8934, -1.3681, -2.1870], [-1.0641, -1.0331, -4.7942], [-0.6909, -2.1547, -3.4694], [0.4750, -0.9012, -3.9213], [0.0089, 1.1425, 2.9213], [0.7867, 1.2019, 1.6255], [0.5577, 0.0828, 0.6459], [1.5624, 2.1062, 1.4006], [0.2746, 1.9964, 3.5413], [-1.0643, 1.1705, 2.7241], [0.2515, 0.2233, 3.4560], [-0.4915, 0.0593, 0.3455], [0.8233, -0.8740, 1.1067], [1.1726, 0.2379, -0.2382], [-3.8262, 3.0619, -4.5332], [-4.7874, 1.9480, -4.8639], [-6.2572, 2.2906, -4.8727], [-4.3930, 0.8303, -5.1064], [-2.8069, 2.6814, -4.5607], [-3.9244, 3.8680, -5.2625], [-4.0389, 3.4494, -3.5366], [-6.4559, 3.0671, -5.6127], [-6.5598, 2.6520, -3.8886], [-6.8355, 1.4040, -5.1218], [4.2139, -1.5629, -4.3800], [2.8600, -0.9721, -4.0616], [2.8349, 0.3078, -3.2637], [1.8357, -1.5060, -4.4311], [4.0775, -2.4757, -4.9569], [4.8052, -0.8550, -4.9618], [4.7428, -1.7917, -3.4567], [3.3686, 1.0928, -3.8012], [3.3127, 0.1534, -2.2980], [1.8024, 0.6182, -3.1110], [-1.8000, -3.9606, 1.0352], [-0.3208, -3.7662, 0.8355], [0.3641, -4.7076, -0.1243], [0.2963, -2.8972, 1.4139], [-2.1690, -3.2197, 1.7428], [-2.3243, -3.8399, 0.0861], [-1.9989, -4.9548, 1.4213], [-0.0766, -4.6148, -1.1180], [0.2485, -5.7369, 0.2184], [1.4227, -4.4646, -0.1809], [-3.6747, -8.8415, 2.3283], [-3.9319, -7.3744, 2.0856], [-5.0268, -6.7290, 2.8999], [-3.2908, -6.7435, 1.2756], [-2.8681, -9.1804, 1.6828], [-3.3924, -9.0046, 3.3694], [-4.5738, -9.4196, 2.1102], [-4.7978, -6.8085, 3.9637], [-5.9792, -7.2237, 2.7046], [-5.1094, -5.6787, 2.6305], [5.6649, -0.1602, 0.4691], [6.3170, -0.0718, -0.8836], [7.8080, 0.1622, -0.9232], [5.6624, -0.1806, -1.8991], [4.5997, -0.3348, 0.3335], [6.0899, -0.9777, 1.0473], [5.8035, 0.7681, 1.0209], [8.3263, -0.6508, -0.4130], [8.0506, 1.1031, -0.4276], [8.1430, 0.2064, -1.9571], [0.3465, 4.8401, 3.2074], [0.1273, 6.3209, 3.0223], [-0.9171, 6.9731, 3.8966], [0.7535, 6.9590, 2.2072], [1.1145, 4.4903, 2.5208], [0.6655, 4.6344, 4.2316], [-0.5836, 4.3045, 3.0032], [-0.6502, 6.8593, 4.9487], [-1.8885, 6.5086, 3.7193], [-0.9786, 8.0325, 3.6581], [2.9562, -0.6893, 3.8329], [4.4250, -0.7340, 4.1726], [4.8062, -1.1436, 5.5752], [5.2510, -0.4541, 3.3354], [2.8367, -0.3888, 2.7943], [2.5098, -1.6762, 3.9679], [2.4482, 0.0340, 4.4727], [4.4366, -2.1485, 5.7848], [4.3745, -0.4492, 6.2976], [5.8889, -1.1338, 5.6747]],
  "forces_ev_per_angstrom": [[-0.093, 0.357, -0.340], [-0.106, -0.026, 1.746], [0.061, -0.267, -0.549], [0.125, 0.129, -0.517], [0.477, -0.262, 0.053], [-0.334, 0.370, -0.180], [0.124, 0.076, 0.277], [-0.045, -0.009, -0.063], [-0.108, -0.416, -0.294], [-0.052, -0.025, -0.071], [0.021, -0.035, 0.034], [-0.021, 0.311, 0.337], [-0.344, -0.532, -0.280], [-0.742, 0.840, 0.610], [0.195, 0.317, 0.097], [-0.054, 0.002, 0.028], [-0.003, -0.170, -0.012], [0.001, -0.051, -0.141], [-0.158, -0.114, -0.011], [-0.106, -0.073, -0.062], [-1.132, 0.075, 0.207], [0.122, 0.228, 0.047], [-0.030, -0.027, -0.047], [0.340, 0.136, 0.011], [-0.026, 0.000, 0.020], [0.009, -0.005, -0.005], [-0.002, -0.126, -0.022], [-0.155, -0.094, -0.072], [-0.021, -0.148, 0.078], [-0.232, 0.177, -0.058], [-0.048, 0.057, -0.026], [0.135, -0.159, -0.054], [0.144, 0.045, 0.006], [-0.005, -0.232, -0.056], [-0.143, -0.018, -0.082], [-0.006, -0.021, -0.001], [-0.073, 0.083, 0.087], [-0.077, 0.114, -0.062], [-0.004, 0.096, 0.091], [0.011, 0.125, -0.035], [0.008, -0.007, -0.001], [-0.328, -0.257, -0.121], [0.543, 0.092, 0.025], [-0.475, -0.067, -0.115], [2.052, -0.620, -0.700], [-0.022, 0.017, -0.026], [0.077, 0.063, 0.155], [0.108, 0.180, 0.008], [0.164, -0.041, 0.093], [0.199, 0.049, -0.068], [0.007, 0.052, 0.030], [0.175, 0.425, 0.189], [0.001, 0.043, -0.042], [0.193, 0.139, 0.070], [-0.033, -0.254, 0.097], [0.018, 0.023, -0.024], [-0.023, -0.174, -0.016], [-0.084, -0.129, -0.153], [-0.075, -0.108, 0.015], [-0.114, -0.026, -0.090], [-0.001, 0.013, 0.004], [0.155, 0.062, -0.161], [0.000, -0.001, -0.024], [0.085, 0.170, -0.133], [-0.083, -0.155, 0.067], [0.001, 0.008, -0.006], [-0.121, -0.041, 0.032], [-0.032, -0.011, 0.126], [-0.083, -0.102, 0.017], [0.005, -0.069, 0.110], [0.006, -0.001, -0.008], [-0.098, -0.026, -0.394], [-0.181, 0.023, 0.086], [-0.078, -0.015, -0.267], [0.244, -0.010, -0.037], [-0.013, 0.010, 0.060], [0.101, 0.090, 0.113], [0.103, -0.061, 0.121], [0.012, 0.072, 0.116], [0.031, -0.062, 0.116], [-0.007, 0.000, -0.003], [0.129, 0.078, -0.191], [0.014, -0.035, -0.050], [0.043, 0.171, -0.112], [-0.028, 0.008, -0.002], [-0.016, -0.020, 0.007], [-0.128, -0.030, 0.043], [-0.039, 0.019, 0.100], [-0.087, -0.105, 0.016], [0.019, -0.088, 0.092], [0.012, 0.002, -0.008], [0.071, 0.005, -0.091], [-0.144, 0.019, -0.189], [0.204, 0.058, -0.133], [0.185, -0.039, 0.266], [0.038, 0.016, 0.006], [-0.094, 0.050, 0.128], [-0.063, -0.107, 0.091], [-0.104, 0.048, 0.059], [-0.097, -0.080, 0.025], [0.005, 0.006, -0.009]],
  "lowdin_charge": [-0.20, 0.34, -0.20, -0.20, 0.53, -0.23, -0.03, 0.07, 0.05, -0.05, -0.05, -0.01, -0.47, -0.02, 0.03, 0.07, 0.06, 0.08, 0.10, 0.09, 0.01, -0.02, -0.51, -0.02, 0.06, 0.06, 0.09, 0.07, 0.08, 0.05, 0.08, -0.01, -0.49, -0.02, 0.05, 0.08, 0.09, 0.05, 0.09, 0.08, 0.08, -0.02, -0.44, 0.00, 0.03, 0.08, 0.09, 0.07, 0.10, 0.07, 0.06, -0.02, -0.48, -0.01, 0.04, 0.08, 0.09, 0.05, 0.08, 0.09, 0.08, -0.02, -0.49, -0.02, 0.05, 0.08, 0.09, 0.09, 0.09, 0.09, 0.08, -0.03, -0.48, -0.02, 0.05, 0.08, 0.08, 0.09, 0.09, 0.09, 0.08, -0.04, -0.51, -0.03, 0.05, 0.07, 0.09, 0.07, 0.08, 0.08, 0.08, -0.01, -0.48, -0.02, 0.06, 0.07, 0.09, 0.09, 0.08, 0.08, 0.08]
}

Record 3
{
  "formula": "C3H4Cl2N2",
  "method": "wB97M-V/def2-TZVPD",
  "homo_lumo_gap_ev": [7.32, 7.38],
  "total_energy_ev": -31196.1911,
  "fmax_ev_per_a": 2.87,
  "e_above_lowest_kj_mol": 376.9,
  "symbols": ["C", "C", "C", "N", "N", "Cl", "Cl", "H", "H", "H", "H"],
  "coordinates": [[-1.4055, 0.7382, 0.5024], [0.0179, 0.6778, 0.8382], [0.8391, -1.4060, 0.2736], [-2.0872, -0.0830, -0.1551], [0.8743, -0.1717, 0.2813], [-3.8358, 0.1918, -0.4325], [2.6606, 0.5938, -0.6440], [-1.8913, 1.6625, 0.9018], [0.4517, 1.6175, 1.2995], [1.3169, -1.9466, -0.5654], [0.2225, -1.7980, 1.1064]],
  "forces_ev_per_angstrom": [[-0.580, 2.499, 1.249], [0.780, 1.628, -0.293], [-0.530, -2.594, -0.140], [-0.795, -1.990, -1.223], [-0.881, 2.670, 0.571], [1.785, 0.292, 0.583], [0.024, 0.122, -0.162], [0.398, -0.612, -0.154], [-0.581, -1.459, -0.506], [-0.186, 0.072, 0.963], [0.565, -0.629, -0.886]],
  "lowdin_charge": [-0.30, -0.13, -0.01, -0.36, -0.32, 0.49, 0.15, 0.11, 0.13, 0.10, 0.12]
}

> Which formula does entry 1 have?

C21H31N5O3